Entry 1:
{"formula": "C9H18BrNO5P2SSi2", "method": "wB97M-V/def2-TZVPD", "e_homo_ha": -0.30214, "gap_ev": 6.875, "energy_ev": -136563.8860, "molar_mass_g_mol": 450.336, "species": ["C", "O", "C", "Si", "Br", "O", "Si", "P", "S", "P", "C", "O", "H", "H", "H", "H", "H", "H", "H", "H", "H", "H", "H", "H", "H", "C", "C", "C", "C", "C", "C", "N", "O", "O", "H", "H", "H", "H", "H"], "coordinates": [[3.64, -0.32, -1.02], [3.83, -1.55, -1.69], [2.63, -2.22, -2.06], [1.48, -1.29, -3.24], [1.92, -1.89, -5.30], [-0.06, -1.78, -2.90], [-1.10, -1.20, -1.78], [-2.10, 0.68, -2.64], [-1.23, 1.50, -4.19], [-2.50, -2.82, -1.01], [-3.99, -1.78, -0.75], [-1.93, -2.96, 0.54], [3.51, 0.50, -1.72], [2.75, -0.37, -0.37], [4.52, -0.14, -0.41], [2.08, -2.53, -1.17], [2.94, -3.13, -2.58], [1.59, 0.17, -3.16], [-0.35, -0.68, -0.59], [-3.46, 0.35, -2.82], [-2.19, 1.48, -1.50], [-4.73, -2.41, -0.25], [-3.81, -0.90, -0.13], [-4.41, -1.47, -1.71], [-1.54, -2.16, 0.93], [1.39, 2.91, 4.04], [1.32, 1.53, 4.17], [0.43, 0.80, 3.40], [-0.36, 1.49, 2.50], [-0.31, 2.86, 2.34], [0.58, 3.57, 3.13], [-1.30, 0.72, 1.66], [-1.34, -0.49, 1.80], [-1.98, 1.33, 0.85], [2.09, 3.47, 4.64], [1.95, 1.01, 4.88], [0.34, -0.27, 3.48], [-0.96, 3.35, 1.62], [0.64, 4.65, 3.02]], "mulliken_charge": [-0.6262, -0.4159, -0.4278, 0.4869, -0.3181, 0.0016, 0.3453, 0.2082, -0.4007, 0.0753, -0.8617, -0.4331, 0.2450, 0.2492, 0.2808, 0.3897, 0.3002, -0.1167, -0.2320, 0.0321, 0.0066, 0.3308, 0.2142, 0.3264, 0.4296, -0.4329, -0.5395, -0.3187, 0.2170, -0.3513, -0.4920, 1.0203, -0.6834, -0.5916, 0.3876, 0.3838, 0.4652, 0.4660, 0.3799]}

=====

Entry 2:
{"formula": "C9H18Cl2OPt", "method": "wB97M-V/def2-TZVPD", "relative_energy_kj_mol": 249.3, "e_homo_ha": [-0.24062, -0.33806], "gap_ev": [7.125, 6.135], "s_squared": 6.01, "energy_ev": -39955.6740, "spin_multiplicity": 5, "molar_mass_g_mol": 408.226, "species": ["Pt", "Cl", "Cl", "C", "H", "H", "C", "C", "H", "C", "H", "C", "H", "H", "C", "H", "H", "C", "H", "H", "H", "H", "C", "C", "O", "H", "H", "H", "H", "H", "H"], "coordinates": [[0.82, -0.37, 0.59], [0.47, -2.68, 0.48], [1.20, 1.94, 1.33], [2.33, -0.01, -0.55], [2.96, 0.89, -0.53], [2.78, -0.82, -1.16], [-0.52, 0.93, -0.57], [0.67, 0.51, -1.23], [-0.70, 1.77, 0.22], [0.63, -0.49, -2.41], [0.82, 1.54, -1.51], [-0.49, -0.36, -3.42], [1.61, -0.53, -2.86], [0.54, -1.47, -1.92], [-1.78, -0.15, -2.64], [-0.34, 0.44, -4.13], [-0.53, -1.26, -4.03], [-1.57, 1.01, -1.63], [-2.62, 0.13, -3.29], [-2.05, -1.05, -2.06], [-1.22, 1.88, -2.31], [-2.53, 1.34, -1.19], [-0.44, -0.35, 4.68], [0.50, -0.06, 3.53], [-0.24, -0.49, 2.33], [-1.46, 0.06, 4.50], [-0.06, 0.13, 5.57], [-0.50, -1.42, 4.91], [0.67, 1.03, 3.39], [1.46, -0.63, 3.58], [-0.41, -1.46, 2.33]], "mulliken_charge": [1.0970, -0.6017, -0.5861, -0.9299, 0.3638, 0.4697, -0.3895, 0.6302, 0.3589, -1.0015, 0.3473, -0.9679, 0.3966, 0.2597, -0.5639, 0.3719, 0.3508, -0.9759, 0.3299, 0.2996, 0.2742, 0.3883, -1.2066, -0.0174, -0.6340, 0.2793, 0.3897, 0.3427, 0.2564, 0.2824, 0.3860]}

=====

Entry 3:
{"formula": "C9H18ClIMgO7", "method": "wB97M-V/def2-TZVPD", "relative_energy_kj_mol": 0.0, "e_homo_ha": -0.28515, "gap_ev": 8.048, "energy_ev": -50030.5361, "molar_mass_g_mol": 424.898, "species": ["Mg", "I", "Cl", "C", "O", "C", "O", "O", "C", "H", "H", "H", "H", "H", "H", "C", "O", "C", "O", "O", "C", "H", "H", "H", "H", "H", "H", "C", "C", "O", "C", "H", "H", "H", "H", "H", "H"], "coordinates": [[-13.11, 8.51, 29.02], [-14.90, 7.09, 27.84], [-10.94, 8.46, 28.50], [-11.20, 11.74, 32.04], [-11.99, 10.59, 31.66], [-13.11, 10.77, 31.00], [-13.70, 9.92, 30.39], [-13.56, 12.01, 31.10], [-14.80, 12.33, 30.47], [-11.17, 12.48, 31.25], [-10.21, 11.31, 32.15], [-11.57, 12.16, 32.98], [-14.71, 12.31, 29.38], [-15.11, 13.31, 30.80], [-15.55, 11.62, 30.80], [-15.90, 10.84, 26.68], [-14.73, 11.61, 26.41], [-13.58, 11.17, 26.96], [-13.51, 10.23, 27.70], [-12.61, 11.91, 26.49], [-11.28, 11.63, 26.92], [-16.10, 10.84, 27.75], [-15.83, 9.86, 26.21], [-16.71, 11.39, 26.21], [-10.64, 12.44, 26.61], [-10.98, 10.64, 26.58], [-11.22, 11.58, 28.01], [-12.04, 6.70, 32.84], [-12.96, 6.47, 31.69], [-13.10, 7.29, 30.81], [-13.75, 5.21, 31.71], [-12.46, 6.32, 33.78], [-11.64, 7.70, 32.91], [-11.17, 6.04, 32.67], [-13.12, 4.40, 32.07], [-14.24, 5.05, 30.75], [-14.57, 5.23, 32.44]], "mulliken_charge": [0.8601, -0.6199, -0.6783, -0.7118, -0.2286, 0.8328, -0.8751, -0.4009, -0.5206, 0.3194, 0.2634, 0.2944, 0.0970, 0.2851, 0.3064, -0.5374, -0.3754, 0.7296, 0.0973, -0.3525, -0.4597, 0.2444, 0.2536, 0.2160, 0.2434, 0.3163, 0.0975, -1.1423, 0.8663, -0.2007, -1.1279, 0.3806, 0.2378, 0.3363, 0.3630, 0.2580, 0.3322]}

=====

Entry 4:
{"formula": "C9H18IN", "method": "wB97M-V/def2-TZVPD", "relative_energy_kj_mol": 128.0, "e_homo_ha": -0.32064, "gap_ev": 8.925, "energy_ev": -19212.7971, "molar_mass_g_mol": 267.154, "species": ["C", "C", "C", "C", "C", "C", "C", "C", "C", "N", "I", "H", "H", "H", "H", "H", "H", "H", "H", "H", "H", "H", "H", "H", "H", "H", "H", "H", "H"], "coordinates": [[1.44, -0.14, -0.33], [0.34, -0.91, 0.21], [1.99, 0.91, 0.67], [-0.92, -1.18, -0.73], [0.81, 1.65, 1.25], [-1.87, -1.96, 0.10], [-0.32, -1.87, -2.03], [0.17, 2.71, 0.40], [0.47, 1.47, 2.55], [-1.45, 0.17, -0.85], [-2.63, 0.52, -2.52], [2.20, -0.80, -0.81], [1.12, 0.37, -1.27], [0.60, -1.89, 0.47], [0.00, -0.41, 1.06], [2.51, 0.28, 1.46], [2.59, 1.70, 0.19], [-2.93, -2.13, -0.32], [-1.95, -1.42, 0.93], [-1.58, -3.03, 0.37], [-0.91, -2.86, -2.22], [0.75, -2.04, -1.84], [-0.40, -1.25, -2.95], [0.67, 3.69, 0.61], [-0.92, 2.58, 0.67], [0.16, 2.44, -0.59], [-0.43, 1.76, 3.04], [1.10, 0.91, 3.28], [-0.61, 0.74, -0.82]], "mulliken_charge": [-0.8799, -1.7021, -0.6432, 2.0308, 0.7961, -1.8383, -1.1498, -1.5037, -1.0767, -0.7840, 0.0494, 0.3890, 0.4651, 0.5984, 0.6313, 0.2776, 0.3465, 0.2886, 0.5673, 0.3469, 0.3269, 0.2606, 0.2750, 0.3026, 0.3632, 0.4874, 0.3344, 0.2685, 0.1722]}

=====

Entry 5:
{"formula": "C9H18IN2S", "method": "wB97M-V/def2-TZVPD", "e_homo_ha": -0.44356, "gap_ev": 7.692, "energy_ev": -31532.0119, "molar_mass_g_mol": 313.228, "charge": 1, "species": ["C", "C", "C", "C", "C", "C", "C", "C", "C", "N", "N", "S", "I", "H", "H", "H", "H", "H", "H", "H", "H", "H", "H", "H", "H", "H", "H", "H", "H", "H", "H"], "coordinates": [[0.40, -0.93, 0.40], [-0.96, -0.70, 0.83], [0.86, -0.03, -0.75], [-2.04, -1.20, -0.11], [2.12, 0.64, -0.38], [-3.39, -0.95, 0.53], [-1.69, -2.62, -0.63], [3.37, 2.45, 0.58], [0.98, 2.77, 0.01], [1.10, -1.76, 1.07], [2.19, 1.89, -0.09], [-2.01, -0.20, -1.77], [3.91, -0.38, -0.61], [-1.18, -1.19, 1.89], [-1.04, 0.38, 0.97], [0.99, -0.81, -1.57], [0.10, 0.70, -0.94], [-3.72, -1.59, 1.41], [-4.19, -1.09, -0.23], [-3.62, 0.08, 0.68], [-0.88, -2.51, -1.29], [-2.59, -3.11, -1.10], [-1.44, -3.25, 0.16], [3.07, 3.15, 1.43], [3.67, 1.63, 1.14], [4.16, 2.87, 0.07], [0.31, 2.31, 0.77], [1.34, 3.72, 0.49], [0.62, 3.05, -1.04], [1.97, -2.09, 0.68], [-2.39, -1.24, -2.60]], "mulliken_charge": [1.0118, -1.0561, -0.3141, 1.2017, -0.2102, -1.6360, -1.8868, -1.1728, -0.9117, -0.7347, 0.1403, -0.2331, 0.3241, 0.4084, 0.1416, 0.3242, 0.1803, 0.3610, 0.4077, 0.4506, 0.5784, 0.3840, 0.4903, 0.3948, 0.5000, 0.3400, 0.3559, 0.4347, 0.3146, 0.2068, 0.2041]}

=====

Entry 6:
{"formula": "C9H18N2O2", "method": "wB97M-V/def2-TZVPD", "relative_energy_kj_mol": 249.1, "e_homo_ha": -0.32469, "gap_ev": 9.269, "energy_ev": -16697.6639, "molar_mass_g_mol": 186.255, "species": ["C", "C", "C", "C", "C", "C", "C", "C", "C", "N", "N", "O", "O", "H", "H", "H", "H", "H", "H", "H", "H", "H", "H", "H", "H", "H", "H", "H", "H", "H", "H"], "coordinates": [[-0.46, -2.68, -0.01], [-1.00, 0.40, 0.99], [-0.92, -0.85, 1.96], [0.51, -1.58, 0.49], [0.89, 1.90, -0.63], [0.60, 0.05, -2.36], [-1.26, 1.78, -1.84], [1.53, -0.63, 2.56], [-0.09, 0.97, -1.25], [-0.53, -0.08, -0.25], [0.45, -1.27, 1.80], [-1.37, -2.35, -0.88], [-0.21, -3.73, 0.53], [-2.05, 0.84, 0.83], [-0.38, 1.19, 1.34], [-1.10, -0.52, 3.04], [-1.52, -1.57, 1.65], [1.47, -1.72, -0.13], [0.93, 2.70, -1.41], [0.52, 2.43, 0.21], [1.78, 1.40, -0.25], [0.93, 0.56, -3.27], [0.06, -0.79, -2.65], [1.54, -0.35, -2.01], [-2.20, 1.30, -1.93], [-1.45, 2.61, -1.23], [-0.86, 2.03, -2.84], [2.02, -1.21, 3.29], [2.31, -0.28, 1.91], [1.11, 0.18, 3.10], [-1.24, -0.74, -0.77]], "mulliken_charge": [0.4724, -0.5342, -1.0814, -0.2111, -1.7313, -1.7374, -1.7691, -0.9072, 1.2345, 0.0917, 0.1316, -0.7775, -0.6297, 0.3430, 0.3024, 0.4206, 0.5211, 0.3987, 0.4254, 0.4762, 0.3030, 0.4356, 0.5402, 0.3476, 0.4064, 0.4776, 0.4103, 0.3330, 0.3096, 0.3500, 0.6480]}

=====

Question: Number 4 is which compound?
Answer: C9H18IN